1.
Here is a cluster of 3 separate species, C27H33BrN3O5 in total in a non-equilibrium geometry from the OMol25 dataset. Energies are from ωB97M-V with the def2-TZVPD basis set.

Results
**Kohn-Sham gap**: 6.533 eV
**LUMO energy**: -3.233 eV
**2S+1**: 1
**E_tot**: -4162.6207 a.u.
**Net charge**: +1

```
69
C27H33BrN3O5 | the OMol25 dataset | ωB97M-V with the def2-TZVPD basis set
C 4.777 -1.098 2.541
C 3.676 -1.128 2.011
C 2.219 -1.300 1.442
C 1.382 0.032 1.660
N 2.131 1.325 1.673
C 1.050 2.338 2.016
Br 1.317 4.215 1.474
C -0.303 1.760 1.372
C -1.347 1.750 2.579
O -2.548 2.522 2.266
C -3.553 1.516 2.036
C -4.241 0.798 3.162
C -5.257 -0.272 2.847
C -5.538 -0.526 1.386
C -4.881 0.197 0.259
C -3.845 1.230 0.575
C 0.156 0.378 0.701
C -0.797 -0.890 0.771
O -0.686 -1.729 -0.419
C -1.733 -2.684 -0.452
C -1.924 -3.804 0.661
O -2.518 -2.697 -1.377
C 0.597 0.705 -0.808
C -0.598 1.124 -1.746
O -1.302 0.356 -2.365
O -0.842 2.508 -1.920
H 5.703 -1.136 3.166
H 2.278 -1.615 0.358
H 1.699 -2.113 2.041
H 0.942 -0.113 2.692
H 2.778 1.408 2.474
H 2.690 1.610 0.855
H 1.147 2.399 3.140
H -0.667 2.496 0.600
H -0.944 2.218 3.539
H -1.579 0.672 2.832
H -3.928 1.075 4.215
H -5.765 -0.818 3.685
H -6.299 -1.320 1.148
H -5.113 0.017 -0.831
H -3.289 1.818 -0.217
H -0.490 -1.562 1.645
H -1.893 -0.650 0.932
H -2.275 -4.791 0.222
H -0.910 -3.957 1.155
H -2.726 -3.476 1.388
H 1.296 1.607 -0.754
H 1.176 -0.169 -1.223
H -1.767 2.722 -1.680
N 6.192 -4.132 -0.992
C 7.144 -5.116 -0.996
C 7.591 -5.277 0.291
C 6.878 -4.360 1.104
C 6.020 -3.670 0.286
H 5.695 -3.802 -1.802
H 7.422 -5.613 -1.912
H 8.346 -5.977 0.613
H 6.981 -4.222 2.170
H 5.306 -2.891 0.501
N -1.721 3.728 -4.622
C -3.024 3.974 -4.278
C -3.641 4.565 -5.351
C -2.677 4.674 -6.384
C -1.503 4.147 -5.906
H -1.031 3.304 -4.023
H -3.398 3.710 -3.301
H -4.672 4.882 -5.391
H -2.826 5.091 -7.368
H -0.535 4.036 -6.367
```

2.
Here is a structure of composition C27H33F6O6Re in a non-equilibrium geometry from the OMol25 dataset. Energies are from ωB97M-V with the def2-TZVPD basis set.

Results
**Kohn-Sham gap (spin up / spin down)**: 3.498 / 4.559 eV
**Relative energy (zero: lowest compared OMol25 entry of this formula, charge and spin)**: 0.0 kJ/mol
**LUMO energy (spin up / spin down)**: 2.310 / 2.306 eV
**2S+1**: 4
**E_tot**: -2177.3777 a.u.
**Expectation value of S²**: 3.773
**Net charge**: -1

```
73
C27H33F6O6Re | the OMol25 dataset | ωB97M-V with the def2-TZVPD basis set
C -1.024 2.937 -2.465
C 0.196 2.565 -1.606
C -1.846 1.633 -2.642
C -0.882 0.459 -2.278
H -2.185 1.586 -3.683
H -2.723 1.692 -2.006
C 0.488 1.128 -1.989
H -0.157 2.608 -0.574
H 1.017 3.278 -1.770
C 1.371 0.296 -1.020
H 1.047 1.226 -2.958
H -0.760 -0.166 -3.189
C -1.366 -0.421 -1.208
C -1.833 4.091 -1.854
C -0.616 3.561 -3.809
O -1.147 3.377 -4.859
O -1.996 4.256 -0.671
O -2.310 4.924 -2.804
O 0.436 4.390 -3.644
C 0.741 5.134 -4.818
H 1.529 5.820 -4.530
H -0.153 5.670 -5.149
H 1.077 4.456 -5.614
C -3.001 6.060 -2.274
H -3.830 5.743 -1.639
H -3.356 6.594 -3.147
H -2.317 6.681 -1.695
O 0.802 -0.478 0.093
H 2.092 0.947 -0.508
H 1.845 -0.435 -1.691
C -1.304 -1.860 -1.456
C -2.182 0.071 -0.133
H -3.223 0.002 -0.538
H -2.029 1.112 0.176
H -2.197 -0.563 0.775
H -1.343 -2.487 -0.556
H -0.447 -2.173 -2.074
H -2.226 -2.055 -2.043
Re 1.482 -1.124 1.674
C 2.898 -3.050 1.937
C 2.656 -2.652 0.576
C 3.189 -1.321 0.422
H 2.221 -3.246 -0.208
C 3.597 -0.856 1.723
C 3.420 -1.943 2.647
H 3.772 -1.970 3.680
H 2.844 -4.067 2.305
H 3.349 -0.794 -0.506
H 4.079 0.104 1.896
C -0.238 -0.659 3.361
C 0.984 -0.819 4.051
C 1.910 0.129 3.549
H 1.159 -1.466 4.910
C 1.290 0.844 2.444
C -0.086 0.373 2.394
H -0.863 0.844 1.821
H -1.175 -1.159 3.571
H 2.871 0.394 3.983
H 1.708 1.650 1.855
C 0.283 -5.062 1.393
C -0.292 -3.951 2.239
O 0.091 -2.678 1.844
C -1.874 -3.976 2.107
F -2.437 -5.089 2.642
F -2.467 -2.895 2.674
F -2.217 -3.958 0.786
C 0.009 -4.252 3.773
F -0.243 -5.545 4.089
F 1.333 -4.023 4.052
F -0.703 -3.464 4.616
H 0.138 -4.812 0.335
H -0.223 -6.002 1.622
H 1.350 -5.163 1.594
```

3.
Here is a cluster of 11 separate species, C27H33F8N3O30 in total in a non-equilibrium geometry from the OMol25 dataset. Energies are from ωB97M-V with the def2-TZVPD basis set.

Results
**Kohn-Sham gap**: 9.879 eV
**Relative energy (zero: lowest compared OMol25 entry of this formula, charge and spin)**: 296.6 kJ/mol
**LUMO energy**: -0.481 eV
**2S+1**: 1
**E_tot**: -4268.7426 a.u.
**Net charge**: 0
**SMILES**: O=C1OC[C@@H](F)O1.O=C1OC[C@@H](F)O1.O=C1OC[C@@H](F)O1.O=C1OC[C@@H](F)O1.O=C1OC[C@@H](F)O1.O=C1OC[C@@H](F)O1.O=C1OC[C@@H](F)O1.O=C1OC[C@@H](F)O1.C[N+](=O)[O-].C[N+](=O)[O-].C[N+](=O)[O-]

```
101
C27H33F8N3O30 | the OMol25 dataset | ωB97M-V with the def2-TZVPD basis set
O -2.106 -0.380 7.397
C -1.654 -0.518 6.230
O -2.395 -0.809 5.136
C -1.538 -1.116 4.129
C -0.284 -0.321 4.504
F -0.417 0.901 4.021
O -0.382 -0.333 5.884
H -1.428 -2.199 4.066
H -1.917 -0.677 3.207
H 0.649 -0.718 4.104
O 4.662 -1.532 -1.079
C 4.109 -1.915 -2.124
O 4.210 -3.147 -2.676
C 3.194 -3.270 -3.710
C 2.920 -1.769 -3.978
F 1.580 -1.624 -4.125
O 3.218 -1.164 -2.819
H 3.558 -3.835 -4.568
H 2.349 -3.907 -3.450
H 3.425 -1.465 -4.896
O -3.016 -1.646 1.295
C -4.045 -1.175 0.786
O -4.622 -1.470 -0.434
C -5.905 -0.784 -0.509
C -5.690 0.252 0.532
F -6.882 0.244 1.198
O -4.755 -0.295 1.366
H -6.133 -0.403 -1.505
H -6.578 -1.571 -0.171
H -5.411 1.228 0.134
O -2.086 -0.420 -6.786
C -2.215 -1.152 -5.801
O -1.973 -2.396 -5.768
C -2.614 -3.074 -4.695
C -2.597 -1.927 -3.727
F -1.471 -1.976 -3.005
O -2.618 -0.805 -4.605
H -3.633 -3.365 -4.950
H -1.997 -3.908 -4.360
H -3.466 -1.935 -3.068
O 3.813 -5.803 1.656
C 4.233 -4.685 1.751
O 3.583 -3.702 2.255
C 4.169 -2.452 1.854
C 5.611 -2.962 1.719
F 6.177 -2.966 2.928
O 5.368 -4.239 1.196
H 3.671 -2.141 0.935
H 4.141 -1.591 2.522
H 6.258 -2.401 1.045
O -2.559 5.102 -1.450
C -2.320 4.001 -1.913
O -1.131 3.322 -1.964
C -1.284 2.360 -2.942
C -2.675 1.896 -2.769
F -2.653 1.061 -1.739
O -3.212 3.118 -2.431
H -1.245 2.850 -3.915
H -0.503 1.610 -2.822
H -3.312 1.469 -3.545
O -3.580 2.143 4.179
C -2.909 2.513 3.241
O -2.135 3.708 3.170
C -1.413 3.724 1.924
C -1.940 2.534 1.150
F -0.881 1.933 0.613
O -2.647 1.752 2.123
H -1.433 4.612 1.291
H -0.381 3.478 2.174
H -2.640 2.737 0.340
O 1.824 2.908 0.676
C 2.026 4.138 0.526
O 3.064 4.816 0.801
C 2.884 6.211 0.720
C 1.671 6.173 -0.221
F 2.144 6.212 -1.445
O 1.134 4.935 0.016
H 2.561 6.751 1.610
H 3.659 6.828 0.264
H 1.001 7.009 -0.023
C 0.263 -0.381 -0.601
N 0.617 -0.884 0.749
O -0.197 -1.589 1.374
O 1.719 -0.518 1.122
H 0.940 -0.943 -1.244
H 0.477 0.688 -0.622
H -0.801 -0.541 -0.773
C -1.899 -4.138 -0.534
N -0.481 -4.516 -0.793
O 0.270 -3.776 -1.471
O -0.220 -5.664 -0.354
H -2.523 -4.947 -0.912
H -2.098 -3.141 -0.927
H -1.979 -4.054 0.550
C 4.230 1.870 2.180
N 5.450 1.428 2.963
O 6.171 0.552 2.497
O 5.767 2.043 3.961
H 4.571 2.880 1.954
H 3.411 1.814 2.897
H 4.130 1.226 1.306
```

4.
Here is a cluster of 2 separate species, C27H33N4O in total in a non-equilibrium geometry from the OMol25 dataset. Energies are from ωB97M-V with the def2-TZVPD basis set.

Results
**Kohn-Sham gap**: 6.241 eV
**Relative energy (zero: lowest compared OMol25 entry of this formula, charge and spin)**: 165.7 kJ/mol
**LUMO energy**: -4.090 eV
**2S+1**: 1
**E_tot**: -1342.6361 a.u.
**Net charge**: +1

```
65
C27H33N4O | the OMol25 dataset | ωB97M-V with the def2-TZVPD basis set
C -2.152 0.506 1.600
C -1.911 -1.012 1.595
C -0.392 -1.207 1.565
N 0.137 0.110 1.927
N 1.432 0.370 1.750
C 2.384 -0.496 1.871
C -0.775 1.153 1.435
H -2.844 0.832 0.821
H -2.557 0.815 2.568
H -2.326 -1.462 2.499
H -2.378 -1.488 0.731
H -0.040 -1.984 2.254
H -0.069 -1.509 0.550
H 3.394 -0.157 1.605
H 2.250 -1.537 2.205
H -0.568 1.389 0.372
H -0.645 2.086 2.005
C 1.379 -7.073 7.827
C 0.745 -5.721 7.847
C 1.344 -4.686 8.570
C 0.774 -3.414 8.617
C 1.425 -2.342 9.441
C -0.418 -3.208 7.913
N -1.120 -1.984 8.077
C -0.726 -0.756 7.630
C 0.324 -0.568 6.619
C 0.949 0.745 6.572
C 1.708 1.125 5.512
C 2.171 2.486 5.301
C 2.683 2.903 4.048
C 3.019 4.232 3.818
C 2.859 5.185 4.838
C 2.404 4.784 6.102
C 2.098 3.446 6.342
O 0.606 -1.508 5.842
N -1.715 0.099 7.945
C -1.807 1.496 7.566
C -2.676 -0.561 8.711
C -2.320 -1.856 8.782
C -1.047 -4.220 7.182
C -2.328 -3.988 6.441
C -0.445 -5.478 7.155
H 0.741 -7.776 7.288
H 2.361 -7.037 7.340
H 1.531 -7.435 8.850
H 2.260 -4.871 9.136
H 0.717 -1.605 9.839
H 1.931 -2.821 10.290
H 2.206 -1.806 8.880
H 0.770 1.373 7.446
H 1.969 0.381 4.755
H 2.799 2.154 3.261
H 3.413 4.536 2.847
H 3.104 6.231 4.655
H 2.293 5.512 6.907
H 1.802 3.124 7.340
H -2.863 1.773 7.595
H -1.263 2.135 8.270
H -1.413 1.649 6.557
H -3.546 -0.054 9.099
H -2.807 -2.703 9.245
H -2.465 -4.818 5.735
H -3.209 -3.990 7.102
H -2.317 -3.058 5.856
H -0.926 -6.284 6.591
```

5.
Here is an isolated molecule of C27H33N5O5S from the OMol25 dataset. Energies are from ωB97M-V with the def2-TZVPD basis set.

Results
**Kohn-Sham gap**: 8.809 eV
**Relative energy (zero: lowest compared OMol25 entry of this formula, charge and spin)**: 2.6 kJ/mol
**LUMO energy**: 0.527 eV
**2S+1**: 1
**E_tot**: -2096.9633 a.u.
**Net charge**: 0
**SMILES**: CCCCn1c(N)c(N(Cc2ccccc2OC)C(=O)CSCC(=O)Nc2cccc(C)c2)c(=O)[nH]c1=O

```
71
C27H33N5O5S | the OMol25 dataset | ωB97M-V with the def2-TZVPD basis set
C 1.647 5.151 -2.744
C 1.315 4.360 -1.484
C -0.187 4.234 -1.224
C -0.920 3.404 -2.283
N -0.444 2.029 -2.347
C -0.716 1.124 -1.348
N -1.502 1.505 -0.310
C -0.154 -0.137 -1.374
N -0.290 -0.985 -0.242
C 0.481 -0.578 0.939
C 1.856 -0.151 0.512
C 2.234 1.178 0.504
C 3.467 1.565 0.001
C 4.316 0.607 -0.520
C 3.958 -0.731 -0.519
C 2.733 -1.126 0.006
O 2.298 -2.403 0.089
C 3.006 -3.413 -0.587
C -0.739 -2.260 -0.315
O -0.672 -3.037 0.616
C -1.436 -2.642 -1.610
S -2.834 -3.750 -1.268
C -4.085 -2.511 -0.776
C -3.567 -1.594 0.313
O -3.483 -0.390 0.123
N -3.230 -2.226 1.451
C -2.570 -1.670 2.559
C -2.678 -0.324 2.889
C -1.979 0.163 3.979
C -1.182 -0.675 4.739
C -1.081 -2.025 4.426
C -0.227 -2.952 5.234
C -1.788 -2.513 3.338
C 0.682 -0.554 -2.462
O 1.214 -1.638 -2.609
N 0.833 0.428 -3.443
C 0.344 1.700 -3.441
O 0.564 2.478 -4.342
H 2.718 5.326 -2.801
H 1.350 4.606 -3.635
H 1.143 6.116 -2.735
H 1.756 3.363 -1.555
H 1.764 4.856 -0.621
H -0.636 5.229 -1.214
H -0.333 3.787 -0.239
H -2.000 3.412 -2.104
H -0.740 3.827 -3.272
H -2.065 2.330 -0.434
H -2.004 0.747 0.148
H 0.522 -1.451 1.593
H -0.038 0.240 1.447
H 1.552 1.920 0.894
H 3.755 2.605 0.007
H 5.270 0.898 -0.933
H 4.636 -1.459 -0.935
H 3.060 -3.196 -1.657
H 4.013 -3.547 -0.177
H 2.427 -4.322 -0.430
H -1.801 -1.781 -2.169
H -0.739 -3.209 -2.228
H -4.362 -1.918 -1.648
H -4.946 -3.084 -0.432
H -3.162 -3.237 1.393
H -3.304 0.331 2.306
H -2.059 1.208 4.237
H -0.636 -0.278 5.582
H 0.333 -2.409 5.991
H 0.473 -3.476 4.586
H -0.845 -3.700 5.730
H -1.703 -3.555 3.068
H 1.415 0.182 -4.236
```

6.
Here is the ion C27H33Si with charge +1 in a non-equilibrium geometry from the OMol25 dataset. Energies are from ωB97M-V with the def2-TZVPD basis set.

Results
**Kohn-Sham gap**: 5.588 eV
**Relative energy (zero: lowest compared OMol25 entry of this formula, charge and spin)**: 0.0 kJ/mol
**LUMO energy**: -5.579 eV
**2S+1**: 1
**E_tot**: -1337.9043 a.u.
**Net charge**: +1

```
61
C27H33Si | the OMol25 dataset | ωB97M-V with the def2-TZVPD basis set
C 1.363 3.563 -0.137
Si 1.285 2.363 1.297
C 2.933 1.464 1.438
C 1.089 3.265 2.930
C -0.105 1.103 0.972
C 0.313 -0.332 0.804
C -1.445 1.519 1.209
C -2.550 0.614 1.383
C -3.846 1.072 1.584
C -4.129 2.446 1.676
C -5.539 2.937 1.797
C -3.064 3.354 1.602
C -1.775 2.913 1.356
H 2.207 4.246 0.039
H 1.524 3.030 -1.085
H 0.445 4.159 -0.229
H 3.721 2.231 1.410
H 3.008 0.931 2.398
H 3.125 0.754 0.622
H 1.829 4.078 2.959
H 0.096 3.698 3.093
H 1.297 2.579 3.763
H 0.026 -0.843 1.743
H 1.418 -0.337 0.792
H -2.341 -0.457 1.388
H -4.675 0.361 1.675
H -5.547 4.033 1.832
H -6.162 2.609 0.951
H -6.004 2.553 2.714
H -3.255 4.427 1.728
H -0.979 3.662 1.294
C 0.709 -6.801 0.916
C 0.527 -5.340 0.616
C -0.702 -4.727 0.889
C -0.902 -3.381 0.581
C 0.111 -2.636 -0.041
C -0.126 -1.158 -0.393
C 0.500 -0.682 -1.720
C 0.450 0.682 -2.044
C 1.103 1.191 -3.164
C 1.734 0.329 -4.064
C 2.361 0.901 -5.304
C 1.695 -1.046 -3.816
C 1.063 -1.546 -2.672
C 1.377 -3.215 -0.188
C 1.571 -4.571 0.092
H 1.519 -7.218 0.304
H 0.967 -6.978 1.972
H -0.225 -7.347 0.715
H -1.493 -5.309 1.373
H -1.861 -2.908 0.808
H -1.207 -1.032 -0.515
H -0.102 1.369 -1.404
H 1.139 2.269 -3.346
H 3.128 0.227 -5.701
H 1.602 1.058 -6.086
H 2.822 1.878 -5.096
H 2.194 -1.722 -4.516
H 1.041 -2.627 -2.529
H 2.202 -2.612 -0.577
H 2.540 -5.041 -0.085
```

> The lowest net charge belongs to which entry?

C27H33F6O6Re